1.
The following is a quantum chemistry calculation of 11 unconnected molecules or ions with the total composition C36H93O22P3S7 in a non-equilibrium geometry, from the Open Molecules 2025 dataset.

The value obtained for the HOMO-LUMO gap is 8.3 eV. As for the electronic energy: -187596.939 eV.

Last column: Löwdin charge in e.
Geometry (Å):
C (-3.6160, -0.7501, 3.6967)  -0.25
S (-3.2090, 1.0134, 4.1485)  0.91
O (-2.2279, 1.6010, 3.1221)  -0.60
C (-4.7431, 1.6888, 3.3849)  -0.26
H (-2.8397, -1.4946, 3.8734)  0.04
H (-3.8216, -0.8495, 2.6309)  0.04
H (-4.3786, -1.1795, 4.3465)  0.05
H (-4.9504, 1.3955, 2.3558)  0.02
H (-4.6686, 2.7744, 3.3204)  0.04
H (-5.6305, 1.3933, 3.9447)  0.05
C (-3.7773, -0.7116, -6.5510)  -0.25
S (-2.5456, -1.6172, -5.5679)  0.83
O (-1.4261, -2.0205, -6.5070)  -0.57
C (-1.8539, -0.1790, -4.6546)  -0.25
H (-4.4226, -0.1328, -5.8901)  0.03
H (-4.3363, -1.5106, -7.0380)  0.04
H (-3.3492, -0.0383, -7.2937)  0.06
H (-1.3038, 0.4049, -5.3925)  0.06
H (-1.1691, -0.5316, -3.8834)  0.02
H (-2.7011, 0.3875, -4.2679)  0.03
C (-2.5597, 5.1784, 2.5427)  -0.28
S (-1.0511, 6.0583, 2.0269)  0.86
O (-0.8961, 7.1982, 3.1238)  -0.58
C (0.0828, 4.6063, 2.3264)  -0.24
H (-2.8732, 4.4151, 1.8304)  0.03
H (-3.2820, 5.9842, 2.6727)  0.05
H (-2.4034, 4.7130, 3.5159)  0.05
H (0.0182, 3.7935, 1.6030)  0.02
H (-0.1849, 4.1715, 3.2894)  0.05
H (1.1118, 4.9515, 2.4265)  0.04
C (-6.1260, 6.0420, -2.9426)  -0.25
S (-4.6153, 7.0906, -2.9479)  0.82
O (-4.9233, 8.4589, -2.4494)  -0.55
C (-3.5978, 6.2415, -1.6117)  -0.23
H (-6.5857, 5.9788, -1.9563)  0.05
H (-5.8953, 5.0077, -3.1977)  0.03
H (-6.8112, 6.4425, -3.6897)  0.05
H (-3.3158, 5.2564, -1.9833)  0.02
H (-4.1207, 6.1675, -0.6582)  0.04
H (-2.7268, 6.8653, -1.4108)  0.05
C (-3.2335, 3.9959, -5.2495)  -0.23
S (-1.4408, 3.8732, -5.6062)  0.82
O (-1.0380, 5.3090, -5.8915)  -0.57
C (-0.7892, 3.4906, -3.9659)  -0.26
H (-3.3568, 4.9366, -4.7128)  0.03
H (-3.5631, 3.0911, -4.7388)  0.03
H (-3.6382, 4.0652, -6.2592)  0.05
H (0.2372, 3.8480, -3.8835)  0.06
H (-0.9813, 2.4411, -3.7427)  0.02
H (-1.3734, 3.9721, -3.1817)  0.03
C (4.7765, 0.1185, -3.0161)  -0.26
S (3.3466, 0.9116, -3.9085)  0.81
O (3.4940, 0.9850, -5.4054)  -0.56
C (2.1598, -0.4818, -3.4985)  -0.24
H (4.6303, 0.1138, -1.9359)  0.02
H (5.7695, 0.5569, -3.1145)  0.05
H (4.8143, -0.9037, -3.3926)  0.04
H (2.4606, -1.3678, -4.0577)  0.05
H (1.1715, -0.1730, -3.8389)  0.02
H (2.0506, -0.6070, -2.4213)  0.04
C (-0.4027, 0.1777, 1.0723)  -0.25
S (-0.2182, 1.3736, -0.3437)  0.86
O (-0.2090, 0.6318, -1.6697)  -0.57
C (-1.8222, 2.2793, -0.2774)  -0.24
H (-0.2499, 0.5510, 2.0849)  0.04
H (0.3805, -0.5723, 0.9612)  0.02
H (-1.3587, -0.3351, 0.9670)  0.04
H (-2.2173, 2.4409, 0.7255)  0.01
H (-2.5902, 1.6848, -0.7723)  0.04
H (-1.7430, 3.2785, -0.7057)  0.03
C (2.4052, -8.3880, -1.1567)  -0.05
C (1.7076, -7.1525, -1.8078)  -0.30
O (0.3470, -7.1532, -1.5704)  -0.19
P (-0.7435, -6.1785, -2.3391)  0.50
O (-2.1450, -6.5993, -2.2499)  -0.22
O (-0.3709, -4.6526, -1.8214)  -0.20
C (-0.2831, -4.3232, -0.4953)  -0.29
C (-0.7199, -2.8316, -0.5128)  -0.05
O (-0.1663, -6.0933, -3.8142)  -0.20
C (-0.5927, -5.1636, -4.7856)  -0.23
C (0.6746, -4.2855, -5.0384)  -0.07
H (2.6864, -8.1185, -0.1387)  0.06
H (1.6369, -9.1604, -1.1216)  0.08
H (3.3912, -8.5721, -1.5832)  0.07
H (2.1281, -6.2035, -1.4752)  0.11
H (1.7339, -7.2285, -2.8948)  0.11
H (-0.9784, -4.9286, 0.0862)  0.12
H (0.6982, -4.4831, -0.0485)  0.11
H (-1.7761, -2.5723, -0.5864)  0.08
H (-0.4786, -2.5482, 0.5117)  0.02
H (-0.1948, -2.1305, -1.1615)  0.07
H (-0.8326, -5.7047, -5.7009)  0.12
H (-1.4141, -4.4927, -4.5338)  0.11
H (1.5440, -4.8651, -5.3487)  0.07
H (0.5211, -3.6296, -5.8953)  0.06
H (1.0304, -3.7440, -4.1618)  0.06
C (5.1570, 3.6940, 4.1316)  -0.07
C (4.1737, 3.6190, 3.0242)  -0.30
O (3.4881, 2.4026, 3.1965)  -0.16
P (3.0364, 1.5657, 1.9409)  0.49
O (2.2558, 0.3380, 2.2514)  -0.22
O (4.4449, 1.3528, 1.2193)  -0.20
C (5.0378, 0.1217, 1.2402)  -0.31
C (6.4511, 0.3399, 0.6702)  -0.05
O (2.3081, 2.6741, 0.9501)  -0.27
C (2.9167, 3.0761, -0.3076)  -0.22
C (2.1682, 4.4212, -0.6954)  -0.04
H (4.5755, 3.9179, 5.0260)  0.09
H (5.8293, 2.8371, 4.1746)  0.09
H (5.7648, 4.5953, 4.0526)  0.08
H (3.4417, 4.3883, 3.2702)  0.12
H (4.6971, 3.7671, 2.0797)  0.12
H (5.1897, -0.2466, 2.2548)  0.12
H (4.4716, -0.6899, 0.7833)  0.12
H (7.2241, 0.9213, 1.1727)  0.08
H (6.8862, -0.6554, 0.5799)  0.07
H (6.3742, 0.8085, -0.3109)  0.06
H (3.9936, 3.1745, -0.1712)  0.11
H (2.6844, 2.2646, -0.9972)  0.09
H (2.5343, 5.2031, -0.0300)  0.07
H (2.3504, 4.7962, -1.7025)  0.07
H (1.0914, 4.3716, -0.5337)  0.05
C (4.6213, -4.2094, 2.3653)  -0.04
C (4.7295, -4.2705, 3.9266)  -0.30
O (4.0239, -3.2301, 4.5131)  -0.18
P (3.0572, -3.6189, 5.7799)  0.55
O (2.5381, -2.3947, 6.4729)  -0.25
O (1.8158, -4.4730, 5.1359)  -0.18
C (0.7192, -3.7735, 4.5972)  -0.28
C (0.9852, -3.0485, 3.2297)  -0.05
O (3.9249, -4.6939, 6.6963)  -0.21
C (3.7129, -4.7506, 8.1515)  -0.25
C (4.9315, -4.2053, 8.8490)  -0.08
H (4.9658, -5.1092, 1.8557)  0.08
H (3.5430, -4.1484, 2.2185)  0.05
H (5.0708, -3.3200, 1.9238)  0.06
H (4.3915, -5.2585, 4.2393)  0.11
H (5.7890, -4.1072, 4.1241)  0.12
H (-0.0359, -4.5431, 4.4372)  0.11
H (0.2080, -3.0476, 5.2297)  0.11
H (1.7113, -2.2686, 3.4591)  0.07
H (1.4436, -3.7832, 2.5677)  0.05
H (0.1085, -2.7138, 2.6752)  0.06
H (2.8327, -4.1829, 8.4533)  0.11
H (3.5782, -5.7770, 8.4928)  0.12
H (5.7007, -4.9736, 8.9278)  0.08
H (5.2996, -3.3735, 8.2483)  0.08
H (4.6533, -3.8509, 9.8415)  0.08
C (-6.2685, 0.1809, -0.0480)  -0.01
C (-6.7834, 1.2426, -0.9801)  -0.27
C (-5.9407, 2.4697, -0.9196)  -0.13
O (-5.3139, 2.5994, -2.1580)  0.06
C (-5.7632, 1.6054, -2.9565)  -0.57
O (-5.4355, 1.4716, -4.1521)  0.09
O (-6.5147, 0.8229, -2.3176)  0.14
H (-6.8310, -0.7527, -0.0580)  0.10
H (-6.2673, 0.4215, 1.0151)  0.07
H (-5.1988, -0.0083, -0.1379)  0.10
H (-7.8491, 1.4608, -0.9118)  0.17
H (-5.2511, 2.4697, -0.0755)  0.13
H (-6.5974, 3.3365, -0.8455)  0.14

2.
The following is a quantum chemistry calculation of a molecular structure, C36H94F3N8O10Ti in a non-equilibrium geometry, from the Open Molecules 2025 dataset.

The spin multiplicity is 4. The value obtained for the energy relative to the best compared isomer or geometry (same formula, charge and spin) is 1044.1 kcal/mol. The value obtained for the HOMO-LUMO gap (alpha / beta) is 2.9 / 4.8 eV. As for the electronic energy: -102462.973 eV.

Last column: Löwdin charge in e.
Geometry (Å):
Ti (-31.0408, -12.3931, 20.0036)  0.63
C (-30.8204, -11.0343, 18.0181)  -0.30
O (-30.3977, -9.8706, 18.5613)  -0.07
O (-31.8619, -11.4623, 18.8414)  -0.30
C (-31.1990, -10.7184, 16.5002)  -0.45
F (-31.2356, -11.8107, 15.7546)  0.04
F (-32.3175, -10.0056, 16.2915)  0.01
F (-30.2155, -10.0088, 15.9165)  0.21
C (-29.0003, -9.5986, 18.6501)  -0.15
C (-28.8251, -8.1644, 19.1093)  -0.05
H (-29.2781, -7.9753, 20.0825)  0.07
H (-27.7476, -8.0251, 19.1974)  0.08
H (-29.2791, -7.5674, 18.3184)  0.07
H (-28.4803, -9.6268, 17.6925)  0.09
H (-28.3586, -10.2393, 19.2549)  0.04
H (-30.0124, -11.7636, 17.9595)  0.11
C (-27.2455, -10.3788, 22.3039)  -0.02
C (-26.6661, -10.7051, 20.9346)  -0.31
C (-25.3319, -11.4799, 20.8620)  -0.19
O (-24.2201, -10.6582, 21.2324)  -0.17
C (-24.0081, -9.5363, 20.2200)  -0.02
N (-27.6376, -11.5301, 20.1854)  -0.04
H (-26.3999, -10.0051, 22.8813)  0.09
H (-27.5275, -11.2262, 22.9287)  0.09
H (-28.0108, -9.6035, 22.3407)  0.03
H (-26.6086, -9.8014, 20.3279)  0.12
H (-25.0861, -11.8587, 19.8699)  0.04
H (-25.4811, -12.3427, 21.5112)  0.14
H (-23.0427, -9.0317, 20.1826)  0.08
H (-24.7115, -8.7294, 20.4255)  0.08
H (-24.1370, -9.9648, 19.2260)  0.06
H (-28.2652, -10.8357, 19.8059)  -0.01
H (-27.1896, -11.9874, 19.4042)  0.03
C (-30.0051, -9.1911, 21.6529)  -0.04
C (-31.1387, -9.6069, 22.6275)  -0.35
C (-31.4614, -8.7523, 23.8162)  -0.21
O (-30.4474, -8.5294, 24.7647)  -0.16
C (-30.0359, -9.6702, 25.4497)  -0.13
N (-32.3304, -9.9018, 21.8361)  -0.01
H (-29.6550, -10.0254, 21.0451)  0.08
H (-29.1327, -9.0447, 22.2898)  0.05
H (-30.1823, -8.2678, 21.1013)  0.05
H (-30.8406, -10.5917, 22.9872)  0.10
H (-32.3848, -9.0862, 24.2895)  0.12
H (-31.7736, -7.7751, 23.4479)  0.13
H (-29.2280, -9.4663, 26.1524)  0.08
H (-29.6064, -10.4976, 24.8849)  0.08
H (-30.8099, -9.9576, 26.1614)  0.09
H (-32.4617, -9.3307, 21.0135)  -0.10
H (-33.2072, -9.9550, 22.3346)  0.08
C (-31.7704, -7.7180, 18.6865)  -0.01
C (-32.1091, -8.3591, 20.0299)  -0.32
C (-33.4382, -7.8258, 20.6059)  -0.15
O (-33.3783, -6.4156, 20.4816)  -0.19
C (-34.6269, -5.7741, 20.8628)  -0.08
N (-32.1993, -9.7935, 19.8821)  -0.10
H (-30.7033, -7.7886, 18.4755)  0.04
H (-31.7954, -6.6291, 18.7273)  0.09
H (-32.5799, -7.9662, 18.0000)  0.09
H (-31.2956, -8.1541, 20.7258)  0.09
H (-33.4127, -8.0650, 21.6690)  0.11
H (-34.3093, -8.1827, 20.0564)  0.13
H (-35.4706, -6.3614, 20.5003)  0.07
H (-34.8396, -4.7565, 20.5353)  0.08
H (-34.6796, -5.8139, 21.9508)  0.08
H (-31.5668, -10.0830, 19.1498)  -0.03
H (-33.0427, -9.9944, 19.3641)  0.00
C (-28.0691, -12.4316, 17.5306)  -0.01
C (-26.6693, -11.8127, 17.3205)  -0.23
C (-26.6887, -10.3923, 16.6914)  -0.15
O (-27.4241, -10.4591, 15.4331)  -0.16
C (-27.6216, -9.1637, 14.8920)  -0.13
N (-25.9175, -11.8006, 18.6073)  -0.05
H (-28.5823, -11.7756, 18.2336)  0.04
H (-28.0013, -13.3553, 18.1053)  0.06
H (-28.6604, -12.4803, 16.6162)  0.15
H (-26.0635, -12.3927, 16.6243)  0.14
H (-25.6592, -10.1338, 16.4436)  0.13
H (-27.1495, -9.6802, 17.3760)  0.08
H (-26.6200, -8.8373, 14.6120)  0.08
H (-28.0581, -8.4176, 15.5560)  0.07
H (-28.1746, -9.1789, 13.9528)  0.10
H (-25.0149, -11.3552, 18.5232)  0.08
H (-25.6906, -12.6961, 19.0156)  0.12
C (-33.9817, -8.8529, 11.1022)  -0.08
C (-33.1724, -8.1584, 12.1368)  -0.45
C (-32.9647, -9.0807, 13.3976)  -0.18
O (-32.0155, -10.1614, 13.2569)  -0.16
C (-31.9925, -11.1891, 14.2388)  -0.13
N (-31.8366, -7.9446, 11.6528)  0.05
H (-33.7138, -8.4075, 10.1440)  0.07
H (-35.0492, -8.8378, 11.3222)  0.08
H (-33.6326, -9.8752, 10.9573)  0.08
H (-33.6579, -7.2850, 12.5721)  0.14
H (-33.9133, -9.4621, 13.7755)  0.11
H (-32.7831, -8.3956, 14.2257)  0.11
H (-31.1743, -11.8856, 14.0559)  0.14
H (-32.9665, -11.6782, 14.2552)  0.11
H (-31.9154, -10.7689, 15.2415)  -0.03
H (-31.2836, -8.6617, 12.1002)  0.06
H (-31.6158, -7.1187, 12.1906)  0.07
C (-27.1556, -6.6499, 17.5372)  -0.07
C (-26.8523, -5.4478, 16.6489)  -0.45
C (-27.9196, -5.2068, 15.4831)  -0.09
O (-28.2249, -6.3762, 14.6302)  -0.19
C (-27.2855, -6.7274, 13.7111)  -0.18
N (-26.6274, -4.3923, 17.5222)  0.03
H (-28.1535, -6.6403, 17.9756)  0.05
H (-26.4868, -6.8777, 18.3672)  0.09
H (-27.1742, -7.5527, 16.9266)  0.05
H (-25.8944, -5.6228, 16.1590)  0.13
H (-27.9024, -4.2636, 14.9371)  0.12
H (-28.7066, -5.0211, 16.2140)  0.11
H (-26.3476, -7.0250, 14.1800)  0.08
H (-26.9003, -5.9090, 13.1029)  0.10
H (-27.7164, -7.5801, 13.1863)  0.09
H (-25.8214, -3.8364, 17.2741)  0.08
H (-27.3625, -3.7248, 17.7069)  0.09
C (-34.1079, -11.2590, 16.4934)  -0.04
C (-34.3744, -10.5849, 17.8153)  -0.26
C (-34.8632, -11.4212, 19.0252)  -0.19
O (-35.8657, -12.3783, 18.7692)  -0.18
C (-37.2205, -11.8370, 18.5682)  -0.05
N (-33.1720, -9.7523, 18.0818)  -0.04
H (-33.2043, -11.8573, 16.6107)  0.06
H (-34.0851, -10.5433, 15.6716)  0.08
H (-34.9247, -11.9177, 16.1983)  0.10
H (-35.1397, -9.8367, 17.6090)  0.14
H (-34.9555, -10.7166, 19.8518)  0.13
H (-34.0210, -12.0637, 19.2818)  0.08
H (-37.4177, -11.2839, 19.4865)  0.08
H (-37.9359, -12.6580, 18.6140)  0.09
H (-37.3321, -11.1753, 17.7093)  0.08
H (-32.3942, -10.3819, 18.2189)  -0.01
H (-32.8441, -9.1967, 17.3047)  0.08
C (-29.3058, -15.1497, 20.0988)  -0.02
C (-29.3089, -14.0782, 18.9944)  -0.42
C (-30.5754, -14.2063, 18.1739)  -0.10
O (-31.6907, -13.6524, 18.9135)  -0.35
C (-32.9246, -13.8214, 18.2120)  0.00
N (-29.1050, -12.7464, 19.4840)  -0.15
H (-30.0849, -14.8058, 20.7791)  0.04
H (-28.4058, -15.0073, 20.6971)  0.08
H (-29.2175, -16.1731, 19.7343)  0.09
H (-28.3778, -14.2192, 18.4454)  0.11
H (-30.6528, -15.2353, 17.8228)  0.15
H (-30.5995, -13.5109, 17.3349)  0.12
H (-32.8507, -13.3253, 17.2442)  0.09
H (-33.7513, -13.3462, 18.7401)  0.07
H (-33.0427, -14.9045, 18.1819)  0.12
H (-28.8747, -12.2865, 18.6148)  -0.14
H (-28.2693, -12.8068, 20.0480)  0.06